1.
57
Properties=species:S:1:pos:R:3:forces:R:3:lowdin_charge:R:1 method="wB97M-V/def2-TZVPD" charge=-1 relative_energy_kj_mol=0.0 orbital_gap_ev=4.1 multiplicity=1
Bi -0.187706 0.147111 0.233805 -6.0 -1.8 -4.1 1.441
Cl 0.097454 -0.821972 -2.143211 -0.2 -0.3 -0.8 -0.139
N -0.230615 -2.160630 0.960850 1.8 -1.1 1.3 -0.005
N -0.064133 2.328769 -0.802682 2.0 1.2 -0.3 -0.006
C 0.713322 -2.616194 1.758329 -1.9 1.3 -1.6 -0.344
C 1.098604 2.888828 -1.048258 -2.1 -1.2 0.6 -0.342
C -1.315279 -3.159572 0.887025 0.1 0.4 -0.1 -0.568
C -0.965918 -4.083892 2.054717 0.4 0.0 0.6 -0.048
C -1.245642 -3.914129 -0.428160 0.1 -0.1 -0.3 -0.044
C -2.663684 -2.471341 1.029607 -0.1 -0.1 0.2 -0.047
H -0.270309 -4.409431 -0.527452 -0.2 0.1 -0.1 0.088
H -1.388765 -3.235095 -1.275681 0.1 -0.1 0.1 0.053
H -2.029610 -4.681929 -0.428336 0.1 0.1 -0.1 0.084
H -2.703870 -1.908586 1.969649 -0.1 0.0 -0.2 0.082
H -3.451935 -3.232867 1.030615 0.0 0.1 0.0 0.085
H -2.839920 -1.786575 0.189432 0.1 -0.1 0.2 0.074
C -1.118905 3.040496 -1.557355 0.1 -0.4 0.3 -0.567
C -0.309806 4.064470 -2.356024 0.7 0.2 -0.2 -0.051
C -2.072714 3.703399 -0.573217 0.0 0.1 0.1 -0.033
C -1.877910 2.092794 -2.466202 0.0 -0.1 -0.3 -0.075
H -1.192067 1.621277 -3.177908 -0.2 0.0 0.1 0.059
H -2.635487 2.666773 -3.013899 0.0 -0.1 0.0 0.086
H -2.381358 1.305721 -1.892339 0.1 0.1 -0.1 0.063
H -1.503394 4.340518 0.114248 -0.2 -0.1 0.0 0.092
H -2.625844 2.954492 0.008119 0.2 0.2 -0.1 0.082
H -2.785011 4.323034 -1.130005 0.0 0.0 0.1 0.084
O 1.087826 3.862311 -1.940631 -0.3 0.9 -0.5 0.030
H -0.571614 5.104704 -2.125314 0.1 -0.2 0.0 0.126
H -0.347408 3.901538 -3.439886 0.0 0.0 0.2 0.129
O 0.428875 -3.733900 2.399681 -0.5 -1.0 0.3 0.031
H -0.981069 -5.153935 1.817566 0.0 0.3 0.0 0.127
H -1.585931 -3.883617 2.939455 0.2 -0.1 -0.1 0.131
C 2.027251 -1.934644 1.963048 -0.1 0.0 -0.3 -0.072
C 2.379106 2.498345 -0.388798 -0.1 0.0 -0.2 -0.080
C 2.585161 1.015908 -0.444167 1.3 0.8 -0.6 -0.297
H 2.296008 2.827124 0.659087 0.1 0.0 0.0 0.128
H 3.193571 3.053903 -0.863634 -0.1 -0.1 0.0 0.114
C 1.952752 0.170363 0.537191 -2.5 1.5 2.3 -0.381
C 2.425765 -1.176307 0.726823 1.3 -1.2 0.5 -0.292
H 1.090796 0.694076 1.407162 6.0 0.2 1.0 0.042
C 3.131314 -1.759695 -0.313383 -0.7 0.5 0.9 -0.279
C 3.522314 -0.979285 -1.405237 0.6 -0.5 -1.1 -0.111
C 3.401111 -3.238578 -0.315749 0.2 -0.2 -0.1 -0.046
C 3.277375 0.393419 -1.473539 -0.7 0.4 0.8 -0.295
H 4.041119 -1.460848 -2.235445 -0.2 0.1 0.1 0.084
C 3.679786 1.176430 -2.691196 0.2 0.0 -0.2 -0.050
H 4.241640 0.531467 -3.374630 0.0 0.1 0.1 0.069
H 4.305884 2.042220 -2.441217 -0.1 -0.1 -0.1 0.072
H 2.797235 1.549905 -3.235101 0.2 -0.1 0.2 0.083
H 3.873934 -3.579783 0.613508 0.0 0.0 -0.1 0.071
H 4.061763 -3.489265 -1.152538 0.0 0.0 0.2 0.069
H 2.472181 -3.817753 -0.448104 0.2 0.2 0.1 0.078
H 2.767297 -2.690849 2.245651 -0.1 0.1 0.0 0.117
H 1.897955 -1.246077 2.812909 0.1 0.0 0.0 0.130
S -3.835497 1.476901 3.305018 -1.8 0.3 0.5 0.433
C -2.388664 1.174311 2.737342 4.5 -0.8 -1.4 -1.107
N -1.270837 0.955402 2.342089 -2.6 0.8 1.8 -0.158


2.
64
Properties=species:S:1:pos:R:3:forces:R:3:lowdin_charge:R:1 method="wB97M-V/def2-TZVPD" charge=-2 relative_energy_kj_mol=37.5 orbital_gap_ev=5.7 multiplicity=1
Cd 1.534986 -2.674443 -1.501494 0.0 -0.1 0.0 1.083
S 1.164740 -1.834725 0.901175 0.0 0.0 0.0 -0.113
S 3.032724 -2.225690 1.703346 0.1 0.0 0.0 -0.208
S 4.371083 -1.627163 0.250639 0.0 0.0 0.1 -0.281
S 4.108734 -2.915464 -1.335646 0.0 0.0 0.0 -0.234
O 1.841256 -1.799302 -5.743356 0.0 -0.1 0.0 -0.086
C 2.043753 -2.079853 -4.561048 0.1 0.2 0.0 -0.612
O 1.201666 -1.999920 -3.606272 0.0 -0.1 0.0 -0.260
H 3.062011 -2.415981 -4.264780 0.0 0.0 0.0 0.077
C -4.713704 2.251865 1.282671 0.0 0.0 0.0 -0.116
C -3.466800 2.970144 0.773622 0.0 0.0 0.0 -0.258
C -2.879979 2.327722 -0.481075 0.0 0.0 0.0 -0.188
C -2.160073 1.008444 -0.228281 0.0 -0.1 0.0 -0.180
N -0.938124 1.173378 0.540642 0.0 0.1 0.0 -0.011
C 0.270482 1.494182 -0.004994 0.0 0.0 0.1 -0.722
Se 0.580732 1.849419 -1.765254 0.0 0.0 -0.1 0.667
N 1.178320 1.497404 1.009992 0.0 -0.1 0.0 -0.034
C 2.626962 1.516892 0.847190 -0.1 0.0 0.0 -0.184
C 3.241116 2.812605 1.362957 0.0 0.0 0.0 -0.186
C 2.896252 4.041296 0.522663 0.0 0.0 0.0 -0.271
C 3.621356 4.066148 -0.818431 0.0 0.0 0.0 -0.127
C 0.557655 1.124084 2.188871 0.0 0.0 0.0 -0.208
C 1.060711 0.900149 3.457579 0.0 0.0 0.0 -0.017
C 0.162201 0.494652 4.435104 0.0 0.0 0.0 -0.098
C -1.190786 0.318695 4.147741 0.0 0.0 0.0 -0.101
C -1.690708 0.533014 2.869527 0.0 0.0 0.0 -0.014
C -0.791847 0.933584 1.896575 0.0 0.0 0.0 -0.181
H -5.091352 2.701960 2.202885 0.0 0.0 0.0 0.065
H -4.514988 1.198366 1.487910 0.0 0.0 0.0 0.053
H -5.510722 2.288955 0.535548 0.0 0.0 0.0 0.069
H -2.706272 2.993623 1.559882 0.0 0.0 0.0 0.098
H -3.717633 4.013593 0.562393 0.0 0.0 0.0 0.099
H -2.166147 2.998406 -0.962625 0.0 0.0 0.0 0.083
H -3.679325 2.143302 -1.206962 0.0 0.0 0.0 0.116
H -1.881471 0.548810 -1.176027 0.0 0.0 0.0 0.070
H -2.785909 0.295966 0.310371 0.0 0.0 0.0 0.101
H 2.830314 1.356534 -0.209939 0.0 0.0 0.0 0.079
H 3.017456 0.646626 1.375299 0.0 0.0 0.0 0.059
H 4.327450 2.678345 1.390954 0.0 0.0 0.0 0.114
H 2.916507 2.970210 2.396601 0.0 0.0 0.0 0.099
H 3.144830 4.944193 1.089915 0.0 0.0 0.0 0.095
H 1.816079 4.063324 0.347929 0.0 0.0 0.0 0.089
H 4.705624 4.052885 -0.675130 0.0 0.0 0.0 0.068
H 3.363385 4.961546 -1.387658 0.0 0.0 0.0 0.065
H 3.343329 3.205620 -1.426950 0.0 0.0 0.0 0.033
H 2.118072 0.991679 3.665271 0.0 0.0 0.0 0.111
H 0.523946 0.288621 5.434390 0.0 0.0 0.0 0.093
H -1.862585 -0.012085 4.929783 0.0 0.0 0.0 0.092
H -2.734984 0.367027 2.641336 0.0 0.0 0.0 0.095
S -3.431743 -2.366497 -1.181870 0.0 0.0 0.0 0.961
C -2.968107 -1.666953 -2.683834 0.0 0.0 0.0 -0.414
C -1.616069 -1.597932 -2.760895 0.0 0.0 0.0 -0.248
N -0.955651 -2.069808 -1.651850 0.0 0.0 0.0 -0.069
C -1.774834 -2.509482 -0.753527 -0.1 0.0 0.0 -0.528
H -3.694126 -1.369541 -3.421749 0.0 0.0 0.0 0.052
H -1.016854 -1.245253 -3.587499 0.0 0.0 0.0 0.097
H -1.459419 -2.966078 0.172490 0.0 0.0 0.0 0.050
Cl -0.968436 -8.298531 -1.445329 0.0 0.0 0.0 0.469
C 0.314719 -7.065131 -1.705962 0.0 0.0 0.0 -0.505
C -0.078316 -5.612598 -1.362786 -0.1 0.1 0.0 -0.760
O -1.202908 -5.348406 -0.945079 0.0 0.0 0.0 -0.040
O 0.906721 -4.854470 -1.593073 0.0 -0.1 -0.1 -0.178
H 0.601171 -7.117601 -2.752152 0.0 0.0 0.0 0.064
H 1.163549 -7.350391 -1.091719 0.0 0.0 0.0 0.065


3.
100
Properties=species:S:1:pos:R:3:forces:R:3:lowdin_charge:R:1 method="wB97M-V/def2-TZVPD" charge=0 relative_energy_kj_mol=309.3 orbital_gap_ev=10.3 multiplicity=1
C 3.134250 -2.302718 -2.213413 -0.6 1.4 0.6 -0.052
C 2.183926 -1.403547 -3.255349 -1.0 -3.3 -3.5 -0.275
O 1.664902 -2.032301 -4.312598 2.7 4.6 6.3 -0.035
O 2.050918 0.023411 -2.924990 -0.9 -3.3 -0.4 -0.146
C 0.665214 0.400337 -2.605320 -1.5 1.5 0.1 -0.181
C 0.010939 -0.376699 -1.318071 -1.0 0.6 0.4 -0.240
C -1.585434 -0.776652 -1.598248 0.5 0.5 0.4 -0.379
Si -1.678275 -2.600467 -2.297922 0.1 1.3 0.5 0.616
H 3.321786 -1.632344 -1.246461 -0.2 -1.4 -2.2 0.083
H 4.163217 -2.608640 -2.685748 -2.2 0.7 0.7 0.079
H 2.551745 -3.254441 -1.859802 1.0 2.0 -1.1 0.023
H -0.016338 0.364556 -3.584862 1.5 -0.4 2.1 0.145
H 0.699351 1.557725 -2.314072 0.3 -2.6 -0.7 0.132
H 0.577010 -1.341853 -0.975977 -0.8 1.8 -0.9 0.099
H 0.021257 0.373976 -0.393627 0.1 -1.8 -2.2 0.051
H -2.152920 -0.769774 -0.554658 1.1 0.2 -2.4 0.042
H -2.075775 -0.020148 -2.378900 1.0 -1.5 1.9 0.091
H -3.086667 -3.055680 -2.369032 0.1 -0.1 -0.1 -0.094
H -1.003329 -2.660457 -3.601221 -0.1 0.0 -0.2 -0.079
H -0.887324 -3.456736 -1.381568 -0.1 -0.1 0.1 -0.092
C 6.418123 -0.152352 -0.478520 0.1 0.1 0.0 -1.512
Cl 6.406840 -0.444401 -2.226158 0.1 0.1 0.2 0.522
Cl 5.202036 1.060326 -0.042591 0.2 -0.2 -0.1 0.492
Cl 6.136917 -1.661429 0.406325 0.1 0.1 0.0 0.509
H 7.402748 0.231795 -0.199965 -0.3 -0.1 -0.1 0.006
C 3.540377 2.060249 -5.221371 -0.1 -0.2 -0.1 -1.528
Cl 5.198458 1.496432 -4.952046 -0.2 0.1 0.0 0.508
Cl 3.175624 3.442599 -4.174685 0.0 -0.1 0.0 0.504
Cl 3.297263 2.487574 -6.923613 0.0 -0.1 0.2 0.530
H 2.854943 1.247085 -4.969194 0.2 0.3 0.0 -0.004
C 2.204273 2.965462 1.121901 0.1 0.1 0.0 -1.508
Cl 0.794104 3.793336 1.804329 0.1 -0.1 0.0 0.511
Cl 1.917513 1.219248 1.032486 0.1 0.3 0.2 0.553
Cl 2.592120 3.615075 -0.480259 0.0 -0.2 0.3 0.484
H 3.058655 3.140818 1.780635 -0.3 0.0 -0.2 0.022
C 2.731509 -6.561914 -0.959088 0.0 -0.1 0.0 -1.505
Cl 1.111896 -5.881355 -1.190069 0.2 0.0 0.0 0.523
Cl 3.965469 -5.301206 -1.124752 0.0 -0.4 0.1 0.549
Cl 2.855528 -7.349766 0.623078 0.0 0.2 -0.4 0.493
H 2.902263 -7.314678 -1.732935 -0.1 0.3 0.3 0.022
C 2.817879 7.934097 -0.190794 0.1 0.0 0.0 -1.530
Cl 3.013223 6.893539 -1.611618 0.0 0.2 0.2 0.499
Cl 2.174748 9.516384 -0.662217 0.1 -0.2 0.1 0.525
Cl 1.760480 7.163632 1.004041 0.2 0.0 -0.1 0.495
H 3.800334 8.083429 0.264322 -0.3 -0.1 -0.2 0.014
C -5.007421 -0.464464 0.844116 0.0 0.0 0.0 -1.546
Cl -6.607924 -0.535436 1.601092 0.2 0.0 0.0 0.527
Cl -4.636082 -1.993629 0.029714 -0.1 0.2 0.2 0.518
Cl -4.919045 0.886559 -0.298803 0.0 -0.1 0.1 0.514
H -4.262863 -0.301949 1.627615 -0.3 -0.1 -0.3 -0.034
C 0.442348 -3.274653 -7.420972 0.1 0.1 0.1 -1.543
Cl 1.397171 -3.192932 -8.911373 -0.1 0.0 0.2 0.510
Cl -1.204317 -2.684827 -7.703975 0.2 0.0 0.1 0.506
Cl 0.410484 -4.930949 -6.792474 0.0 0.2 0.0 0.506
H 0.914694 -2.631842 -6.673756 -0.2 -0.2 -0.2 -0.011
C -4.360995 5.243647 -0.482323 0.1 -0.1 -0.1 -1.554
Cl -5.699621 5.422122 0.664798 0.2 0.0 -0.1 0.538
Cl -3.109821 4.179579 0.182367 -0.2 0.1 -0.1 0.488
Cl -4.949213 4.619465 -2.032721 0.0 0.1 0.2 0.525
H -3.919971 6.229074 -0.652854 -0.3 -0.4 0.1 -0.047
C -9.103378 5.179658 -1.315688 0.1 0.0 -0.1 -1.541
Cl -8.908034 4.139101 -2.736511 0.0 0.1 0.2 0.513
Cl -9.746509 6.761945 -1.787110 0.1 -0.2 0.1 0.518
Cl -10.160777 4.409193 -0.120852 0.1 0.1 -0.1 0.519
H -8.120923 5.328990 -0.860571 -0.3 -0.1 -0.1 -0.040
C -14.161877 5.439602 0.334874 0.1 0.0 0.0 -1.546
Cl -15.039418 3.927910 0.625336 0.1 0.2 -0.1 0.512
Cl -15.117857 6.527598 -0.685840 0.1 -0.1 0.1 0.513
Cl -13.752020 6.225749 1.868930 0.0 -0.1 -0.2 0.508
H -13.232712 5.202996 -0.189834 -0.3 0.1 0.2 -0.012
C 3.650573 -7.942758 4.659795 0.0 -0.1 -0.2 -1.538
Cl 2.543598 -8.615386 3.450731 0.1 0.0 0.4 0.503
Cl 2.745843 -7.121296 5.942819 0.1 0.1 -0.2 0.544
Cl 4.677349 -9.216417 5.340135 -0.1 0.2 -0.1 0.526
H 4.293355 -7.208544 4.167444 -0.3 -0.3 0.2 -0.053
C 7.250573 4.657242 -0.620205 -0.1 0.0 -0.3 -1.519
Cl 6.143598 3.984614 -1.829269 0.2 0.2 0.1 0.490
Cl 6.345843 5.478704 0.662819 0.1 0.0 -0.1 0.512
Cl 8.277349 3.383583 0.060135 0.0 0.1 0.0 0.521
H 7.893355 5.391456 -1.112556 -0.2 -0.3 0.2 0.021
C -2.313066 7.694980 2.611847 0.0 0.0 0.1 -1.509
Cl -2.324350 7.402931 0.864209 0.3 0.3 0.3 0.545
Cl -3.529153 8.907658 3.047775 0.2 -0.2 -0.1 0.530
Cl -2.594273 6.185903 3.496692 0.1 0.2 -0.1 0.518
H -1.328441 8.079127 2.890402 -0.3 -0.1 -0.1 0.016
C -2.641872 -3.515562 3.621592 0.0 -0.2 0.0 -1.524
Cl -4.084295 -4.491179 3.949074 0.2 0.2 0.0 0.526
Cl -1.880556 -4.020880 2.103521 0.0 0.1 0.2 0.507
Cl -3.054688 -1.793358 3.567431 0.1 -0.1 0.1 0.536
H -1.927872 -3.673128 4.434012 -0.3 0.1 -0.3 0.019
C 6.686934 -4.474628 3.948121 0.0 0.2 -0.1 -1.513
Cl 6.675650 -4.766677 2.200483 0.0 0.0 0.2 0.510
Cl 5.470847 -3.261950 4.384050 0.2 -0.1 -0.1 0.525
Cl 6.405727 -5.983705 4.832966 0.2 0.2 0.0 0.559
H 7.671559 -4.090481 4.226676 -0.3 -0.2 -0.1 0.021
C 1.250573 -9.284734 8.539753 0.0 0.0 0.0 -1.556
Cl 0.143598 -9.957362 7.330689 0.2 0.1 0.1 0.509
Cl 0.345843 -8.463272 9.822778 0.1 0.0 -0.1 0.514
Cl 2.277349 -10.558394 9.220094 -0.1 0.2 -0.1 0.513
H 1.893355 -8.550520 8.047402 -0.2 -0.3 0.2 -0.051